DFT (ωB97M-V with the def2-TZVPD basis set) results for a cluster of 3 separate species, C21H49Br2F5N11O4P2S3 in total in a non-equilibrium geometry.

Geometry as ORCA input:
```
! wB97M-V def2-TZVPD RIJCOSX def2/J DEFGRID3
* xyz 1 1
C 0.967 3.155 0.767
C 1.623 2.625 -0.495
N 0.814 1.651 -1.244
N -0.478 2.135 -1.554
C -1.443 1.587 -0.812
N -1.143 0.697 0.169
C -2.292 0.345 0.699
S -2.253 -0.843 2.001
N -3.336 0.996 0.104
S -4.988 0.808 0.475
O -5.105 0.142 1.721
O -5.654 2.066 0.466
C -5.697 -0.399 -0.769
F -4.723 -1.313 -0.961
F -6.693 -1.001 -0.166
C -6.115 0.141 -2.177
F -6.639 1.342 -2.143
F -7.046 -0.692 -2.630
F -5.095 0.061 -3.015
N -2.781 1.809 -0.901
S -3.778 2.732 -1.914
C -0.565 3.127 -2.603
Br -1.155 4.882 -1.926
C -1.155 2.642 -3.975
C -1.724 1.221 -3.995
Br -2.385 3.882 -4.843
H -0.020 3.570 0.541
H 1.546 4.001 1.136
H 0.827 2.401 1.539
H 1.919 3.471 -1.131
H 2.561 2.140 -0.217
H 1.282 1.456 -2.124
H -2.476 -1.958 1.283
H -4.225 3.659 -1.041
H 0.465 3.378 -2.830
H -0.331 2.630 -4.684
H -2.813 1.190 -3.972
H -1.454 0.783 -4.956
H -1.297 0.564 -3.239
O -0.407 0.156 4.935
P -0.026 0.149 6.382
N 1.331 -0.890 6.387
C 1.507 -2.087 7.183
C 2.425 -0.544 5.493
N -1.415 -0.602 7.043
C -1.401 -1.618 8.081
C -2.536 -0.834 6.140
N 0.312 0.886 7.907
C -0.603 2.031 8.167
C 1.681 1.386 8.130
H 1.264 -1.926 8.236
H 2.549 -2.404 7.174
H 0.907 -2.923 6.809
H 3.021 0.296 5.877
H 2.054 -0.260 4.505
H 3.101 -1.386 5.350
H -1.157 -2.609 7.684
H -2.387 -1.686 8.547
H -0.711 -1.372 8.885
H -2.366 -1.697 5.483
H -2.729 0.038 5.520
H -3.444 -1.018 6.717
H -0.441 2.850 7.459
H -0.450 2.410 9.176
H -1.641 1.715 8.091
H 2.009 2.088 7.359
H 2.394 0.566 8.185
H 1.723 1.893 9.094
O 1.426 0.018 -5.076
P 2.041 -1.344 -5.234
N 3.401 -1.249 -4.201
C 4.785 -1.485 -4.564
C 3.156 -0.887 -2.818
N 2.477 -1.265 -6.881
C 3.729 -1.749 -7.437
C 2.018 -0.101 -7.637
N 2.006 -3.068 -5.312
C 0.785 -3.552 -6.012
C 2.080 -3.809 -4.039
H 4.914 -2.411 -5.128
H 5.401 -1.604 -3.672
H 5.207 -0.659 -5.144
H 2.732 -1.720 -2.239
H 2.454 -0.054 -2.748
H 4.073 -0.577 -2.318
H 4.552 -1.046 -7.272
H 3.627 -1.886 -8.516
H 4.003 -2.725 -7.042
H 2.617 0.792 -7.424
H 0.977 0.121 -7.423
H 2.083 -0.309 -8.707
H -0.125 -3.317 -5.451
H 0.837 -4.631 -6.151
H 0.705 -3.099 -6.998
H 1.305 -3.510 -3.328
H 3.054 -3.689 -3.570
H 1.967 -4.874 -4.239
*
```

Computed properties:
Gap between HOMO and LUMO   6.2 eV
LUMO level   -0.13790 Ha
E   -251897.740 eV
Strongest force on any atom   0.1183 Eh/bohr